DFT (ωB97M-V with the def2-TZVPD basis set) results for C32H32AsF6N2O5ReS2 as an isolated structure.

```
81
Properties=species:S:1:pos:R:3:forces:R:3
Re 0.5919 -0.9997 0.5632 0.060 -0.338 -0.136
As -0.2200 1.3512 -1.8326 0.010 0.174 -0.250
S 1.5889 -2.8578 -1.3475 0.065 -0.293 0.166
S -1.0295 -3.6399 -0.6017 0.320 -0.156 0.345
F 0.3746 -5.8401 -0.9811 0.081 -0.029 0.010
F 3.2882 -2.9094 0.6301 -0.009 0.050 0.074
F 4.1503 -3.1963 -1.3336 0.055 0.021 -0.091
F -1.7745 -6.0723 -1.0541 -0.047 -0.018 0.059
F -0.7424 -5.1999 -2.7244 0.020 0.077 -0.152
F 3.0367 -4.7986 -0.3970 -0.010 -0.129 0.007
O 1.7593 -1.3939 -1.3489 0.098 -0.007 -0.036
O 1.4206 -3.5273 -2.5860 -0.061 0.036 0.037
O -1.7043 -3.8947 0.6229 0.013 0.021 -0.131
O 0.2214 0.7285 -0.3033 -0.100 -0.019 0.191
O -1.5541 -2.7555 -1.5867 -0.159 0.057 -0.145
N 0.5781 -0.6556 2.2577 0.039 0.152 0.329
N 0.5150 -3.1336 -0.1644 -0.146 0.440 -0.459
C 1.4671 2.2383 -3.9666 0.062 -0.010 0.004
C -1.4051 -2.8584 3.4996 -0.041 -0.006 0.023
C -3.2592 3.5083 -0.0314 0.002 0.006 -0.003
C -2.1595 -1.8003 -4.6487 -0.020 0.007 -0.013
C 0.5332 1.4410 5.2451 0.017 -0.001 0.022
C 2.3953 2.4457 -1.7336 0.007 -0.011 -0.052
C -2.3089 2.5401 -0.3158 0.005 0.046 -0.001
C -1.5334 0.2366 5.1423 -0.055 0.005 0.014
C 3.5486 2.9928 -2.2726 0.005 0.002 0.020
C 1.3656 2.0663 -2.5898 -0.008 0.008 0.045
C -0.1808 -0.7920 -3.7349 -0.004 0.019 -0.039
C 3.1310 -3.4972 -0.5508 0.040 0.045 -0.008
C 2.4003 1.1395 3.6193 0.014 0.065 0.039
C -1.5931 3.8257 -2.2444 -0.040 0.012 0.001
C 0.1272 -0.0933 3.4505 -0.041 0.083 0.072
C 3.3444 -0.0648 3.6669 -0.022 0.008 0.008
C -0.7584 -5.3081 -1.4143 -0.134 -0.107 0.125
C -0.7757 -1.7306 -4.5602 0.033 -0.006 -0.020
C -2.0489 -1.4726 3.4008 -0.018 -0.035 0.034
C -2.5493 4.7867 -1.9493 0.043 -0.005 -0.034
C 2.6266 2.7909 -4.4920 -0.050 -0.002 -0.015
C -0.7182 1.1633 5.7670 0.014 0.018 0.018
C 0.9932 0.8162 4.0935 -0.017 -0.070 -0.052
C 3.6613 3.1641 -3.6464 0.014 0.011 0.018
C 2.4619 1.8565 2.2673 0.009 -0.010 -0.028
C -2.9605 -0.9328 -3.9199 0.005 0.030 0.003
C -0.9899 0.0708 -2.9996 -0.067 0.016 0.083
C -1.1390 -0.4084 3.9786 0.057 -0.037 -0.055
C -2.5976 -1.1518 2.0111 -0.032 0.041 0.020
C -2.3786 0.0121 -3.0896 0.028 -0.076 -0.037
C -1.4865 2.7082 -1.4260 0.027 -0.083 0.098
C -3.3786 4.6251 -0.8487 -0.017 -0.007 0.025
H 4.3617 0.2509 3.4286 -0.005 0.002 0.006
H -4.1194 5.3798 -0.6204 -0.001 -0.003 -0.003
H -0.4898 -2.9299 2.9120 0.010 -0.006 -0.019
H 3.0548 -0.8350 2.9526 -0.018 -0.012 -0.015
H 1.1799 2.1482 5.7500 -0.001 0.000 -0.009
H -2.1955 1.6760 0.3281 -0.003 -0.001 -0.015
H -2.0869 -3.6276 3.1384 0.005 0.021 0.019
H 2.7767 1.8564 4.3541 0.001 -0.011 -0.002
H -2.9988 0.6958 -2.5242 -0.015 0.010 0.013
H 0.8981 -0.7362 -3.6630 -0.026 0.014 -0.020
H -0.1583 -2.4130 -5.1288 0.000 0.005 0.005
H -1.1532 -3.0762 4.5379 0.011 -0.003 -0.002
H 2.3308 1.1629 1.4347 -0.009 -0.003 0.012
H -3.9025 3.3950 0.8307 0.000 -0.001 0.001
H -2.6404 5.6639 -2.5754 -0.003 0.000 0.003
H -3.0838 -0.1744 2.0011 0.002 0.008 -0.004
H -3.3213 -1.9072 1.7052 0.007 0.010 -0.006
H 4.3602 3.2856 -1.6201 -0.002 0.005 -0.006
H 4.5640 3.5929 -4.0609 0.000 -0.007 -0.001
H 0.6618 1.9360 -4.6251 -0.003 -0.012 -0.009
H 2.7223 2.9259 -5.5608 -0.005 0.001 0.001
H 1.6957 2.6298 2.1900 0.004 0.007 -0.010
H -1.0509 1.6556 6.6712 0.003 0.003 -0.003
H -1.8190 -1.1410 1.2376 -0.003 -0.002 -0.029
H 3.3533 -0.5120 4.6612 0.004 -0.005 -0.006
H -2.5006 -0.0011 5.5682 0.002 -0.004 -0.003
H -0.9350 3.9566 -3.0951 0.000 -0.001 -0.008
H 3.4392 2.3279 2.1484 0.000 0.006 -0.006
H 2.2974 2.3069 -0.6643 0.008 0.005 0.004
H -4.0376 -0.9908 -3.9980 0.003 -0.001 0.002
H -2.9203 -1.4875 4.0614 -0.011 -0.018 -0.024
H -2.6175 -2.5370 -5.2954 -0.001 -0.002 0.005
```
Forces are in eV/Å.

LUMO (spin up / spin down), eV: -2.914 / -4.091
Maximum force, eV Å⁻¹: 0.7
<S²>: 3.78
HOMO-LUMO gap (spin up / spin down), eV: 7.49 / 6.97
E, Eh: -5433.63222
2S+1: 4
HOMO energy (spin up / spin down), eV: -10.407 / -11.063
Total charge: +1